53
Properties=species:S:1:pos:R:3:lowdin_charge:R:1 method="wB97M-V/def2-TZVPD" multiplicity=1 de_lowest_ev=0.776 fmax_ev_per_a=2.196 lumo_energy_ev="2.274 / 2.275" total_charge=-1
O -0.1805 0.0877 0.3442 -0.208
C -0.4423 -0.7285 -0.8452 -0.161
C 0.9265 -0.4185 -1.4451 -0.079
H -1.2909 -0.3114 -1.4045 0.113
H -0.5989 -1.7839 -0.5848 0.106
C 1.1005 0.5048 -0.2166 -0.565
H 0.8902 0.0670 -2.4248 0.085
H 1.6175 -1.2666 -1.4436 0.112
C 1.1024 1.9799 -0.5781 -0.028
H 0.1743 2.2751 -1.0860 0.092
H 1.9525 2.1806 -1.2470 0.083
H 1.2275 2.5918 0.3241 0.074
C 2.2514 0.1428 0.6951 -0.022
H 2.3055 -0.9447 0.8304 0.073
H 2.1325 0.6303 1.6737 0.080
H 3.1863 0.4967 0.2356 0.086
Hg -2.1894 -0.3829 2.1582 0.983
C -0.3455 -1.8730 4.5283 -0.197
C -1.5171 -2.3244 3.8848 -0.272
C -1.2153 -2.4867 2.4625 -0.378
H -2.4696 -2.5620 4.3374 0.070
C 0.2160 -2.2555 2.3317 -0.214
C 0.7086 -1.8233 3.5703 -0.183
H 1.7352 -1.5282 3.7981 0.072
H -0.2226 -1.6318 5.5783 0.073
H -1.8279 -3.0265 1.7446 0.051
H 0.7961 -2.4449 1.4304 0.063
C -2.0571 1.6498 4.4391 -0.312
C -0.5630 1.7086 4.3633 -0.127
C -0.1702 2.1032 3.1019 -0.158
H 0.0775 1.4539 5.2077 0.082
C -1.3229 2.2154 2.2606 -0.268
C -2.4560 1.7481 2.9595 -0.337
H -3.5061 1.9266 2.7367 0.060
H -2.4907 2.4685 5.0314 0.136
H 0.8486 2.3234 2.7786 0.082
H -1.3180 2.5836 1.2386 0.075
O 0.2210 -0.0855 -4.8353 -0.158
C 1.6113 0.1311 -5.1770 -0.211
C 1.7778 0.1069 -6.7049 -0.170
H 2.2191 -0.6735 -4.7205 0.118
H 1.9378 1.0803 -4.7225 0.117
C 0.5692 -0.7409 -7.1565 -0.170
H 2.7402 -0.3034 -7.0157 0.106
H 1.6707 1.1276 -7.0958 0.109
C -0.4728 -0.4168 -6.0709 -0.192
H 0.8386 -1.8051 -7.1022 0.110
H 0.2304 -0.5059 -8.1676 0.105
H -1.1648 -1.2494 -5.8798 0.117
H -1.0771 0.4498 -6.4018 0.116
O -2.8913 -0.6321 7.1694 0.098
C -2.7001 -0.1225 6.1220 -0.364
N -2.5755 0.2944 4.9894 0.126